[1]
Here is a molecular structure, C25H17N2O8ReS3 at a distorted geometry from the OMol25 dataset. Energies are from ωB97M-V/def2-TZVPD.

```
56
C25H17N2O8ReS3 (ωB97M-V/def2-TZVPD)
Re 0.403 0.034 -0.948
C 1.942 0.824 5.322
C 1.826 -0.249 4.451
C 1.809 -0.035 3.089
C 1.874 1.264 2.576
C 1.970 2.351 3.462
C 2.013 2.118 4.820
N 1.863 1.396 1.214
N 2.267 2.453 0.681
C 2.337 2.515 -0.675
C 2.971 3.654 -1.198
C 3.308 3.712 -2.526
C 3.034 2.611 -3.336
C 2.325 1.536 -2.838
C 1.874 1.454 -1.510
H 1.972 0.654 6.389
H 1.737 -1.261 4.817
H 1.732 -0.858 2.402
H 2.000 3.353 3.061
H 2.100 2.949 5.506
H 3.200 4.462 -0.519
H 3.805 4.584 -2.927
H 3.347 2.619 -4.370
H 2.062 0.726 -3.502
O -1.078 -2.764 -3.233
S -0.538 -2.268 -1.991
O -1.413 -1.369 -1.268
O 0.802 -1.643 -2.187
C -0.392 -3.731 -0.967
C -0.327 -4.989 -1.544
C -0.450 -6.116 -0.748
C -0.658 -5.977 0.617
C -0.694 -4.717 1.185
C -0.548 -3.591 0.393
S -0.178 -2.027 1.230
O -1.293 -1.130 1.293
O 0.275 -2.520 2.517
O 0.967 -1.521 0.431
H -0.194 -5.067 -2.612
H -0.397 -7.101 -1.187
H -0.786 -6.851 1.239
H -0.807 -4.576 2.247
O -2.088 2.437 1.413
C -1.722 1.811 0.430
O -0.523 1.363 0.304
C -2.704 1.674 -0.718
C -4.043 1.900 -0.399
C -5.018 2.008 -1.371
C -4.667 1.886 -2.710
C -3.359 1.614 -3.044
C -2.367 1.492 -2.064
S -0.754 1.223 -2.689
H -4.289 2.005 0.646
H -6.044 2.211 -1.099
H -5.416 1.987 -3.484
H -3.065 1.482 -4.074
```

Results
Orbital gap (spin up / spin down) ... 0.25975 / 0.24591 Ha
Net charge ... -1
Spin multiplicity ... 4
HOMO energy (spin up / spin down) ... -5.0 / -5.2 eV
DFT total energy ... -80198.30195 eV
ΔE to the lowest compared entry with this formula, charge and spin ... 115.66 kJ/mol

---

[2]
Here is a molecular structure, C25H18AsCl2O2OsSe4 at a distorted geometry from the OMol25 dataset. Energies are from ωB97M-V/def2-TZVPD.

```
53
C25H18AsCl2O2OsSe4 (ωB97M-V/def2-TZVPD)
Os 0.900 0.697 1.697
Cl 2.651 -5.651 5.034
C 2.226 -4.323 4.006
C 2.197 -4.508 2.614
C 1.871 -3.475 1.776
Cl 1.820 -3.721 0.067
C 1.565 -2.205 2.272
O 1.244 -1.250 1.388
C 1.592 -2.039 3.663
C 1.272 -0.814 4.298
O 0.998 0.285 3.748
C 1.918 -3.120 4.523
H 2.428 -5.489 2.196
H 1.237 -0.813 5.389
H 1.920 -2.970 5.603
Se 0.927 3.048 2.075
Se -1.671 5.781 1.723
Se -1.221 5.281 3.817
Se -0.662 2.977 3.767
C 2.363 -0.417 -4.507
C 3.047 -0.414 -3.299
C 2.382 -0.068 -2.131
C 1.039 0.276 -2.185
C 0.346 0.287 -3.392
C 1.013 -0.065 -4.556
As 0.093 0.756 -0.610
C -1.324 -0.529 -0.424
C -2.219 -0.321 0.629
C -3.198 -1.267 0.909
C -3.272 -2.426 0.142
C -2.369 -2.637 -0.894
C -1.389 -1.690 -1.178
C -0.793 2.353 -1.209
C 0.011 3.437 -1.567
C -0.577 4.607 -2.033
C -1.967 4.694 -2.129
C -2.761 3.618 -1.759
C -2.174 2.440 -1.298
H 2.881 -0.696 -5.419
H 4.101 -0.680 -3.265
H 2.909 -0.070 -1.188
H -0.691 0.570 -3.426
H 0.482 -0.062 -5.504
H -2.170 0.582 1.221
H -3.902 -1.101 1.720
H -4.041 -3.163 0.349
H -2.421 -3.545 -1.483
H -0.682 -1.867 -1.970
H 1.088 3.367 -1.504
H 0.048 5.449 -2.328
H -2.429 5.607 -2.501
H -3.842 3.687 -1.832
H -2.795 1.597 -1.035
```

Results
Orbital gap (spin up / spin down) ... 0.26544 / 0.22868 Ha
Net charge ... +1
Spin multiplicity ... 5
HOMO energy (spin up / spin down) ... -10.9 / -11.2 eV
DFT total energy ... -380041.26163 eV
ΔE to the lowest compared entry with this formula, charge and spin ... 93.91 kJ/mol

---

[3]
Here is a molecular structure, C25H18AuN4O5S2 from the OMol25 dataset. Energies are from ωB97M-V/def2-TZVPD.

```
55
C25H18AuN4O5S2 (ωB97M-V/def2-TZVPD)
Au 0.721 0.006 -0.111
S -1.385 0.348 -1.039
C -2.019 1.555 0.078
C -3.387 1.835 0.055
C -3.889 2.759 0.947
C -3.018 3.384 1.835
C -1.681 3.046 1.779
N -1.174 2.154 0.919
H -4.035 1.312 -0.636
H -4.949 2.979 0.968
H -3.371 4.108 2.555
H -0.967 3.506 2.453
O -4.781 0.732 5.708
C -4.647 0.556 4.379
O -5.562 0.765 3.637
C -3.295 0.138 3.880
C -3.245 -0.614 2.710
C -2.030 -0.919 2.128
C -0.861 -0.451 2.715
C -0.896 0.280 3.895
C -2.118 0.566 4.481
N 0.368 -0.636 2.030
C 1.422 -1.003 2.633
C 2.704 -1.054 1.912
C 3.851 -1.540 2.505
C 5.025 -1.566 1.761
C 5.003 -1.104 0.460
C 3.810 -0.624 -0.068
N 2.691 -0.599 0.647
H -4.010 0.399 6.182
H -4.172 -0.925 2.248
H -1.981 -1.472 1.200
H 0.017 0.689 4.311
H -2.144 1.186 5.369
H 1.405 -1.286 3.684
H 3.823 -1.895 3.526
H 5.940 -1.945 2.197
H 5.892 -1.108 -0.154
H 3.734 -0.252 -1.081
O 2.000 3.676 -4.786
S 2.037 2.127 -5.339
O 0.408 2.343 -5.263
N 2.390 1.228 -4.121
C 1.723 1.511 -2.950
O 1.887 0.770 -1.977
C 0.845 2.708 -2.918
C 0.292 3.232 -1.795
C -0.547 4.360 -1.880
C -0.826 4.965 -3.130
C -0.275 4.504 -4.280
C 0.651 3.372 -4.240
H 0.467 2.782 -0.828
H -0.998 4.753 -0.979
H -1.495 5.814 -3.165
H -0.468 4.947 -5.246
```

Results
Orbital gap (spin up / spin down) ... 0.24132 / 0.21889 Ha
Net charge ... +1
Spin multiplicity ... 3
HOMO energy (spin up / spin down) ... -10.7 / -10.6 eV
DFT total energy ... -67768.94746 eV
ΔE to the lowest compared entry with this formula, charge and spin ... 0.00 kJ/mol

---

[4]
Here is a molecular structure, C25H18F5N5O2SSm at a distorted geometry from the OMol25 dataset. Energies are from ωB97M-V/def2-TZVPD.

```
57
C25H18F5N5O2SSm (ωB97M-V/def2-TZVPD)
Sm -1.300 0.307 1.080
N 1.931 -0.589 4.032
C 1.227 -0.068 3.019
S -0.128 0.944 3.453
N 1.667 -0.401 1.814
N 1.009 0.182 0.771
C 1.424 -0.070 -0.425
C 2.565 -0.948 -0.766
C 2.370 -1.950 -1.719
C 3.403 -2.814 -2.049
C 4.647 -2.665 -1.449
C 4.850 -1.659 -0.513
C 3.813 -0.812 -0.160
C 0.641 0.572 -1.521
C 1.202 0.819 -2.764
C 0.428 1.425 -3.740
C -0.885 1.759 -3.453
C -1.365 1.485 -2.187
N -0.624 0.912 -1.242
H 1.650 -0.417 4.980
H 2.736 -1.160 3.834
H 1.401 -2.064 -2.193
H 3.239 -3.599 -2.776
H 5.458 -3.333 -1.712
H 5.821 -1.541 -0.049
H 3.965 -0.044 0.586
H 2.227 0.535 -2.954
H 0.848 1.631 -4.717
H -1.527 2.219 -4.192
H -2.387 1.726 -1.917
O -3.653 1.113 1.096
C -4.070 2.480 0.975
C -2.864 3.378 0.930
C -3.038 4.752 0.886
C -1.918 5.559 0.840
C -0.657 4.974 0.848
C -0.573 3.602 0.903
N -1.658 2.812 0.935
H -4.399 0.534 0.891
H -4.698 2.750 1.824
H -4.654 2.603 0.062
H -4.035 5.175 0.891
H -2.024 6.635 0.805
H 0.242 5.573 0.826
H 0.385 3.097 0.936
F 0.055 -6.214 1.015
C -0.495 -5.032 0.746
C -0.556 -4.051 1.716
F -0.073 -4.262 2.936
C -1.120 -2.843 1.376
F -1.196 -1.835 2.308
C -1.641 -2.527 0.129
O -2.154 -1.319 -0.091
C -1.564 -3.541 -0.821
F -2.028 -3.323 -2.055
C -0.998 -4.766 -0.518
F -0.925 -5.706 -1.458
```

Results
Orbital gap (spin up / spin down) ... 0.27544 / 0.27709 Ha
Net charge ... +1
Spin multiplicity ... 6
HOMO energy (spin up / spin down) ... -10.8 / -10.8 eV
DFT total energy ... -80086.33575 eV
ΔE to the lowest compared entry with this formula, charge and spin ... 0.00 kJ/mol